Molecular formula: C3H3NO2S
Method: DFT, the ωB97M-V functional and the def2-TZVPD basis

Structure (XYZ):
```
10
Properties=species:S:1:pos:R:3:forces:R:3:mulliken_charge:R:1
O -2.258708 -0.129665 0.001777 0.460 0.059 -0.023 -0.6027
C -1.069270 0.111240 -0.003424 -0.443 -0.559 0.078 0.3745
C 0.050861 -0.924286 -0.003445 -0.573 -0.208 0.246 -0.2141
C 1.383815 -0.241679 -0.005379 0.745 0.073 0.098 0.3511
O 2.470330 -0.750297 0.003353 -0.422 0.168 -0.039 -0.5061
S 1.164316 1.541855 -0.000811 -0.041 -0.340 -0.017 -0.0245
N -0.542708 1.359531 -0.000572 0.745 -0.067 -0.023 -0.1309
H -0.044274 -1.562110 -0.885782 0.048 0.033 0.068 0.2630
H -0.043208 -1.576114 0.884928 0.081 0.306 -0.391 0.2620
H -1.111155 2.171526 0.009358 -0.601 0.534 0.003 0.2279
```
Positions in Å, forces in eV/Å.

Maximum force = 0.80 eV/A
HOMO level = -9.317 eV
Net charge = 0
Relative energy (zero: lowest compared OMol25 entry of this formula, charge and spin) = 20.9 kcal/mol
Orbital gap = 9.618 eV
E = -719.54696 Ha
SMILES string = O=C1CC(=O)SN1


Molecular formula: C29H73BBrN14O15
Method: DFT, the ωB97M-V functional and the def2-TZVPD basis

Structure (XYZ):
```
133
Properties=species:S:1:pos:R:3:forces:R:3:mulliken_charge:R:1
C 3.477119 -1.402765 1.200946 0.024 0.073 -0.164 -0.3328
C 2.104366 -1.776911 1.765245 0.196 0.299 -0.407 -0.5174
C 1.174521 -2.350989 0.707921 -0.642 0.022 0.522 0.4065
Br 1.697736 -4.260364 0.392650 0.358 -0.028 -0.237 -0.3121
B -0.414697 -2.314953 1.125935 -0.072 -0.309 0.652 0.4605
O -1.322762 -1.764589 -0.022199 0.331 0.031 -0.246 -0.3200
N -1.017048 -0.564810 -0.513213 -0.182 -0.021 0.065 0.2485
O -1.341627 0.348893 0.190121 0.029 0.013 0.048 -0.4528
H 3.926711 -0.596594 1.775518 0.091 -0.189 0.168 0.1675
H 3.329641 -1.008719 0.191014 0.142 -0.178 0.056 -0.0314
H 4.161515 -2.254699 1.150718 -0.030 -0.040 -0.057 0.1968
H 2.173718 -2.440447 2.629218 -0.015 0.024 0.030 0.3238
H 1.634993 -0.854843 2.115891 -0.041 -0.072 0.016 0.3325
H 1.383811 -1.874330 -0.247160 0.012 -0.163 -0.096 -0.4288
H -0.568254 -1.630266 2.142633 0.073 0.217 -0.219 -0.2751
H -0.835372 -3.420868 1.366833 -0.176 0.077 -0.131 -0.2428
O 2.836031 -1.180293 -2.030742 0.260 0.188 -0.251 -0.7991
C 2.531392 -0.294288 -2.815460 -0.306 -0.041 -0.043 0.8091
N 3.375217 0.735780 -3.092774 0.048 -0.001 0.118 -0.3713
C 1.203168 -0.274919 -3.518814 0.095 0.148 -0.004 -0.7624
H 3.134813 1.458586 -3.743126 -0.040 -0.052 -0.038 0.1809
H 4.276813 0.757667 -2.648175 0.015 -0.009 -0.040 0.2363
H 0.407430 -0.269085 -2.772788 0.012 -0.080 0.021 0.0701
H 1.111253 -1.184055 -4.110650 -0.027 -0.044 0.050 0.2475
H 1.080158 0.587258 -4.169770 -0.053 -0.015 -0.021 0.3295
O -0.979555 1.552760 -5.121952 0.020 0.021 -0.111 -0.6222
C -1.308697 2.665432 -5.479223 -0.040 0.110 0.085 0.6619
N -0.955875 3.787116 -4.790880 0.101 0.002 0.033 -0.2960
C -2.154002 2.929331 -6.702439 0.063 0.169 -0.052 -0.7138
H -1.246731 4.705473 -5.081448 -0.072 -0.027 -0.027 0.2075
H -0.413098 3.674719 -3.951258 -0.051 -0.010 0.027 0.1959
H -3.106339 2.412895 -6.594436 0.032 -0.090 -0.070 0.2129
H -1.647349 2.541874 -7.584906 -0.009 -0.119 0.038 0.3303
H -2.331417 3.994457 -6.831527 -0.117 -0.047 -0.104 0.1065
O 3.160185 0.520711 3.531070 -0.083 0.313 0.333 -0.5750
C 3.958421 0.904937 4.360737 0.082 0.009 0.002 0.6693
N 5.301650 0.815116 4.158858 0.040 -0.188 0.000 -0.3098
C 3.532534 1.509105 5.681240 0.142 0.001 0.032 -1.0257
H 5.981408 1.151680 4.816787 -0.075 0.254 -0.043 0.1368
H 5.612022 0.422421 3.286689 -0.006 0.002 -0.001 0.2138
H 2.926356 0.780517 6.217064 -0.054 0.010 -0.032 0.2742
H 2.922143 2.387218 5.479053 -0.052 -0.025 -0.009 0.2561
H 4.378560 1.802553 6.301796 -0.004 0.016 -0.009 0.3335
O 7.049012 3.401420 5.008434 0.017 -0.106 0.101 -0.6579
C 8.049953 3.631350 4.349131 -0.030 0.049 -0.083 0.6205
N 9.084510 2.764295 4.264419 -0.013 -0.107 0.051 -0.2783
C 8.204468 4.912882 3.562320 0.137 -0.038 -0.047 -0.7374
H 9.909378 2.941914 3.708934 -0.086 0.052 0.056 0.3481
H 9.008001 1.904116 4.779654 0.010 0.004 -0.007 0.1826
H 8.137147 5.754835 4.249434 -0.064 0.002 0.004 0.2543
H 7.385020 4.983190 2.848971 -0.045 0.018 0.041 0.2404
H 9.153129 4.956932 3.029700 0.002 0.002 0.002 0.1654
O 11.413212 3.528967 2.710103 0.083 0.053 -0.057 -0.6806
C 12.390025 3.744822 2.012176 -0.032 0.005 -0.021 0.6188
N 13.400175 2.850569 1.910643 0.011 -0.050 0.053 -0.4084
C 12.534720 5.018327 1.217471 0.123 -0.056 -0.038 -0.9283
H 14.208606 3.009535 1.339713 -0.025 0.032 -0.017 0.1892
H 13.326573 1.990655 2.427524 0.006 -0.004 -0.017 0.2219
H 12.504804 5.863126 1.903028 -0.057 0.004 0.006 0.2441
H 11.693124 5.098945 0.532090 -0.037 0.019 0.035 0.2452
H 13.461499 5.055990 0.647318 -0.004 0.014 -0.007 0.3631
O -5.737828 -0.979998 2.758337 -0.009 -0.103 -0.082 -0.7539
C -4.709921 -0.596296 2.194998 -0.044 -0.057 -0.051 0.7231
N -3.557859 -1.275469 2.289689 0.233 0.063 0.156 -0.0071
C -4.678940 0.661913 1.364748 0.067 -0.088 -0.003 -0.7186
H -2.693960 -0.996422 1.840825 -0.067 -0.070 -0.164 -0.0958
H -3.549722 -2.128267 2.823838 0.089 -0.033 -0.071 0.1543
H -4.942422 1.495687 2.010595 -0.073 0.013 -0.120 0.1953
H -5.413613 0.574490 0.564659 -0.059 -0.018 0.055 0.2864
H -3.697870 0.849165 0.932493 -0.001 -0.009 0.020 0.1821
O -2.725024 6.181458 -6.219383 0.197 0.089 0.102 -0.6567
C -3.057487 7.317723 -6.530536 -0.110 0.018 -0.015 0.6051
N -2.661139 8.392157 -5.814167 0.115 -0.028 0.020 -0.3980
C -3.939219 7.582688 -7.720474 -0.028 0.105 0.033 -0.8789
H -2.936116 9.327293 -6.047929 -0.049 -0.024 -0.019 0.1842
H -2.083140 8.238861 -5.005153 -0.029 0.014 0.017 0.2218
H -4.878492 7.050736 -7.569052 0.010 -0.037 0.015 0.1839
H -3.451450 7.192802 -8.612228 -0.017 -0.060 0.009 0.2512
H -4.148449 8.641916 -7.861277 -0.008 -0.001 -0.010 0.3785
O 6.246956 -1.817883 -3.985923 0.063 0.030 -0.017 -0.6656
C 6.436048 -2.250999 -2.859073 0.017 -0.018 0.081 0.6794
N 5.579044 -2.049323 -1.840834 0.106 0.288 -0.033 -0.1052
C 7.680556 -3.054354 -2.528594 -0.057 -0.012 0.114 -0.9154
H 5.751807 -2.399310 -0.916719 -0.038 -0.103 -0.030 0.1517
H 4.708508 -1.544671 -1.996618 -0.185 -0.307 0.080 0.0768
H 8.558437 -2.446213 -2.741892 0.002 -0.010 -0.057 0.2466
H 7.707701 -3.936100 -3.166351 0.017 0.021 -0.044 0.2534
H 7.711733 -3.371437 -1.486562 0.012 -0.013 -0.004 0.2782
O -6.531421 5.848921 -5.464293 -0.020 -0.016 -0.059 -0.6595
C -6.153466 4.699341 -5.286352 0.009 0.053 -0.031 0.6748
N -4.844240 4.395060 -5.162896 -0.073 0.018 0.113 -0.1822
C -7.122771 3.542365 -5.204116 0.111 -0.055 0.022 -0.9404
H -4.515222 3.457866 -5.024578 -0.060 -0.007 0.075 0.1608
H -4.173718 5.147072 -5.214061 0.091 -0.105 -0.122 0.1391
H -7.694288 3.496627 -6.129495 -0.039 0.042 0.013 0.2472
H -7.811770 3.721074 -4.380843 -0.034 0.029 -0.023 0.2708
H -6.625250 2.586761 -5.046024 -0.011 -0.006 0.007 0.3158
O -2.111301 -6.090391 0.712703 -0.032 0.013 -0.068 -0.5940
C -1.616702 -6.935831 1.423534 0.055 -0.120 0.080 0.6001
N -0.333380 -6.884934 1.883955 0.120 -0.003 0.053 -0.2485
C -2.411823 -8.154362 1.863982 0.120 0.000 0.105 -0.7342
H 0.032093 -7.623618 2.453539 -0.075 -0.010 0.028 0.1508
H 0.282796 -6.108931 1.671904 -0.291 0.125 -0.191 0.0930
H -2.737959 -8.695131 0.976927 -0.036 0.026 -0.024 0.2289
H -3.294641 -7.815970 2.405859 -0.048 0.031 -0.034 0.1248
H -1.839358 -8.831034 2.500431 -0.015 -0.008 -0.002 0.3063
O -5.558553 -6.424932 3.244436 -0.010 -0.049 0.027 -0.7074
C -5.778867 -5.389950 2.629432 0.099 0.029 -0.107 0.6540
N -5.475716 -4.174233 3.138801 0.003 -0.019 0.028 -0.2631
C -6.405125 -5.394618 1.257054 -0.017 0.097 0.075 -0.5980
H -5.653466 -3.304652 2.659905 -0.076 0.072 0.086 0.1575
H -5.044646 -4.144243 4.046511 -0.026 0.020 0.011 0.1845
H -7.376895 -5.884343 1.310466 0.093 -0.001 -0.041 0.0909
H -5.762386 -5.966584 0.589394 0.016 -0.026 0.012 0.2116
H -6.529328 -4.391120 0.852058 0.010 -0.004 -0.005 0.3009
O -3.931317 3.035715 3.228156 -0.030 0.264 0.117 -0.6514
C -3.592118 2.824831 4.374702 0.124 -0.159 -0.032 0.6589
N -4.401392 3.126163 5.430254 -0.015 0.112 -0.018 -0.4060
C -2.257743 2.202108 4.710089 -0.073 0.007 0.156 -0.7025
H -4.141803 2.943552 6.380345 0.028 -0.059 -0.024 0.1759
H -5.302626 3.525054 5.232983 -0.013 -0.042 -0.001 0.2258
H -1.465620 2.833357 4.312057 0.005 -0.030 -0.063 0.2411
H -2.194395 1.229622 4.223554 0.020 0.018 -0.059 0.1060
H -2.107795 2.074110 5.782079 0.013 -0.008 -0.005 0.3303
O -9.223446 -6.954973 0.484871 -0.193 0.038 -0.071 -0.6094
C -9.874230 -7.978055 0.506958 0.077 -0.061 0.050 0.6135
N -9.283156 -9.194492 0.664939 0.044 -0.004 -0.030 -0.3654
C -11.380619 -7.983097 0.365793 0.022 -0.146 0.006 -0.9057
H -9.799623 -10.052410 0.690515 -0.034 0.028 0.007 0.1815
H -8.282592 -9.217655 0.772392 -0.005 0.008 0.027 0.2363
H -11.642918 -7.526707 -0.586708 0.002 0.056 0.016 0.2489
H -11.806629 -7.381914 1.166622 0.009 0.052 -0.022 0.2414
H -11.806921 -8.985082 0.408750 -0.010 0.006 -0.002 0.3169
```
Positions in Å, forces in eV/Å.

Maximum force = 0.83 eV/A
HOMO level = -4.917 eV
Net charge = -1
Orbital gap = 6.192 eV
E = -5643.17009 Ha


Molecular formula: C8H7N3O
Method: DFT, the ωB97M-V functional and the def2-TZVPD basis

Structure (XYZ):
```
19
Properties=species:S:1:pos:R:3:forces:R:3:mulliken_charge:R:1
O 3.932528 1.633478 -0.233538 -0.100 -0.093 0.142 -0.6116
N 2.269493 1.385590 -1.780939 1.838 0.421 -2.406 -0.5245
C 2.779590 1.401871 -0.534046 3.505 0.847 1.534 0.3701
C 1.051849 1.214561 -1.623615 -3.022 -0.674 -2.095 0.1905
C -2.113419 -1.653980 0.822731 0.355 -3.381 1.244 -0.2314
C -2.515730 -0.613263 0.081611 -0.388 0.701 -1.503 -0.5728
C -0.777951 -1.896672 1.275185 -1.723 -0.239 -0.923 -0.6551
C -1.569561 0.265407 -0.421910 0.868 0.284 0.746 -0.4120
C 0.176560 -0.984577 0.882297 -0.958 0.844 -0.129 -0.0418
C -0.229937 0.125925 0.038784 -2.458 -1.877 0.898 0.3796
N 1.782841 1.211476 0.391738 2.101 -0.361 0.370 -0.3728
N 0.653334 1.114239 -0.342447 -1.210 1.033 1.104 0.2589
H 0.331494 1.086622 -2.456807 0.385 0.008 0.826 0.3438
H -2.897813 -2.433485 0.825941 0.689 0.183 1.054 0.2659
H -3.577420 -0.646895 -0.200341 0.624 0.586 -0.168 0.3176
H -0.509451 -2.838158 1.821326 -0.336 1.196 -0.500 0.3190
H -1.887626 1.056228 -1.114851 0.493 -0.160 0.483 0.3544
H 1.131524 -1.191230 1.341460 0.529 0.816 -0.616 0.4006
H 1.969696 1.762863 1.227421 -1.192 -0.137 -0.060 0.2216
```
Positions in Å, forces in eV/Å.

Maximum force = 3.92 eV/A
HOMO level = -8.741 eV
Net charge = 0
Relative energy (zero: lowest compared OMol25 entry of this formula, charge and spin) = 59.4 kcal/mol
Orbital gap = 9.395 eV
E = -548.50332 Ha